C6H14N2 | wB97M-V/def2-TZVPD

Results
highest occupied orbital energy: -8.13 eV
ΔE to the lowest compared entry with this formula, charge and spin: 102.9 kJ/mol
electronic energy: -9428.4183 eV
LUMO energy: 0.937 eV

Atoms and positions in Å:
C: -1.44699 0.66199 0.74398
C: -1.80665 -0.02100 1.82496
C: -1.28498 -1.38195 2.14243
N: -2.67373 0.48839 2.81776
H: -1.77971 1.67394 0.54725
H: -0.72478 0.29474 0.03080
H: -2.08076 -2.11174 2.29278
H: -0.73060 -1.34142 3.09165
H: -0.59376 -1.73079 1.38384
H: -2.39880 0.20768 3.74798
H: -2.77682 1.49260 2.78758
C: 2.46236 1.30191 -1.52777
C: 1.85746 0.16707 -1.86167
C: 1.56240 -0.21940 -3.27742
N: 1.33943 -0.71613 -0.90953
H: 2.64114 1.62583 -0.51432
H: 2.77880 1.96450 -2.31883
H: 0.54485 -0.61004 -3.33086
H: 2.20619 -1.02765 -3.61967
H: 1.65356 0.63748 -3.93186
H: 1.27766 -1.68129 -1.19725
H: 1.75925 -0.63072 0.00393

Results of the natural (NBO) charge analysis, in e, for atoms 1 through 8:
1 C -0.516
2 C 0.186
3 C -0.648
4 N -0.819
5 H 0.189
6 H 0.222
7 H 0.221
8 H 0.204